Entry from the Open Molecules 2025 dataset: a cluster of 2 separate species, C4H12 in total (ωB97M-V/def2-TZVPD).

Computed properties:
Gap between HOMO and LUMO (eV): 12.869
ΔE to the lowest compared entry with this formula, charge and spin (eV): 0.223
Energy (a.u.): -159.5768
Lowest unoccupied orbital energy (eV): 1.15
SMILES: CC.CC

Cartesian coordinates (Å):
C -0.907 1.283 -2.669
C -0.916 0.080 -1.719
H -0.315 2.063 -2.195
H -0.437 1.046 -3.620
H -1.892 1.699 -2.857
H -1.375 -0.822 -2.097
H -1.403 0.392 -0.797
H 0.131 -0.093 -1.446
C 1.160 -0.583 2.893
C 0.633 -0.804 1.471
H 2.211 -0.838 3.042
H 0.977 0.450 3.177
H 0.594 -1.201 3.581
H 1.430 -1.081 0.773
H 0.151 0.069 1.030
H -0.041 -1.659 1.433